Formula: C18H18O15
Source: the Open Molecules 2025 dataset
Level of theory: wB97M-V/def2-TZVPD

* SMILES string: O=C1C=C(O)C(=O)C=C1O.O=C1C=C(O)C(=O)C=C1O.O=C1C=C(O)C(=O)C=C1O.O.O.O
* E_LUMO: -2.035 eV
* total charge: 0
* HOMO level: -0.35171 Ha
* energy relative to the best compared isomer or geometry (same formula, charge and spin): 202.4 kJ/mol
* Kohn-Sham gap: 7.54 eV

Each line ends with the Löwdin charge.
Positions of all 51 atoms, in Å:
O -1.15473 -2.24337 1.18046  0.12
O 4.51128 1.71739 6.01129  0.12
O -3.34263 2.15332 -5.75044  0.06
O -2.30400 -1.67629 -1.18076  0.07
O 4.24681 1.87659 -4.68765  -0.05
O 4.44259 -0.79049 7.14205  0.08
O 6.28231 -2.16664 -2.94690  -0.05
O -1.21489 2.70304 -4.01812  0.13
O -4.21277 4.22785 -0.67978  0.09
O -6.53945 -2.36165 0.78941  0.12
O 2.54781 -1.50970 -2.19892  -0.05
O -6.23827 3.42551 -2.40182  0.12
O 5.20670 -0.12836 1.75084  0.09
O -5.40819 -2.08982 3.32573  0.10
O 5.23747 -2.78560 2.90324  0.12
C 4.64483 0.70212 3.84974  0.07
C -3.57768 2.56005 -4.42171  -0.16
C -2.49803 -2.10622 1.19217  -0.23
C -2.34442 2.81391 -3.62538  -0.34
C 4.89763 -0.35151 3.05855  -0.21
C -5.06276 3.34738 -2.74615  -0.33
C 4.99293 -1.77943 3.54277  -0.31
C 4.57551 0.69467 5.32662  -0.30
C -3.02130 -2.04073 -0.17860  -0.26
C 4.51619 -0.72802 5.77043  -0.21
C -5.23516 -2.10657 0.83670  -0.23
C -3.28444 -2.08664 2.30020  0.07
C -4.81903 2.72483 -3.97712  0.05
C -3.87282 3.67201 -1.87068  -0.20
C -4.73717 -2.12916 2.27512  -0.28
C -4.47217 -2.13281 -0.26588  0.07
C -2.62706 3.28296 -2.26074  0.09
C 4.65513 -1.82779 4.98958  0.06
H 4.72397 2.68337 -4.88172  0.03
H -0.98802 -1.97676 0.27342  0.09
H -4.92420 3.68781 -0.32790  0.12
H 4.49827 1.66679 3.38677  0.13
H -5.61240 2.52478 -4.68207  0.15
H 5.12155 -0.90418 1.19186  0.11
H -2.75149 -2.16320 3.23642  0.13
H -1.76881 3.44515 -1.62552  0.13
H -4.94679 -2.28125 -1.22459  0.14
H 4.75315 -1.63615 7.47375  0.11
H 6.44857 -1.46971 -3.58162  0.03
H 3.37907 -1.96336 -2.33828  0.01
H 4.43556 -2.76449 5.48026  0.13
H 3.33737 2.15542 -4.58086  0.03
H 6.36510 -2.97571 -3.45165  0.03
H -2.46256 2.29042 -6.10862  0.10
H 2.45442 -0.93995 -2.96241  0.02
H -6.85299 -2.23982 1.68854  0.11